Here is C38H53BO4RuSe as an isolated structure from the Open Molecules 2025 dataset. Energies are from wB97M-V/def2-TZVPD.

Calculated values
- multiplicity = 5
- DFT total energy (eV) = -117061.85396

XYZ file:
```
98
Properties=species:S:1:pos:R:3:forces:R:3:nbo_charge:R:1
Ru 2.16864 0.71279 -0.90542 0.056 0.048 0.363 1.1692
Se 0.36003 -1.23571 -1.00604 -0.115 -0.099 -0.098 0.5057
O 3.29768 0.84289 -3.83303 -0.035 -0.010 -0.039 -0.6650
O 0.61284 1.84947 -1.37107 -0.124 -0.056 -0.076 -0.7315
O 1.35680 -0.35921 -3.70403 0.070 0.031 -0.033 -0.6919
O 1.80980 0.37801 1.02885 -0.005 -0.011 0.070 -0.7600
C 6.31136 -0.24775 0.23938 0.001 -0.014 0.015 -0.5982
C 2.89190 0.49936 -5.10384 0.075 0.049 0.040 0.2040
C 1.05182 -0.66826 3.05393 -0.021 -0.082 -0.001 -0.0740
C 3.49265 0.79298 -6.30557 -0.048 -0.036 -0.025 -0.2307
C 1.67315 -0.41683 -7.36978 -0.017 -0.014 0.023 -0.2141
C -3.02055 1.93017 -1.30749 0.019 -0.008 0.016 -0.1894
C 4.36444 -1.77261 -0.18200 -0.006 -0.050 0.020 -0.6019
C 0.28144 -1.70844 3.58273 -0.021 0.007 0.000 -0.2092
C 2.56589 1.40142 3.44686 -0.006 0.004 0.020 -0.5861
C 1.71944 -0.22873 -5.02540 -0.092 -0.046 0.009 0.2818
C -2.21282 4.32615 -2.90804 -0.013 0.015 -0.014 -0.5979
C -2.25139 4.65327 -0.42248 0.006 0.004 0.006 -0.5980
C 1.07685 -0.70706 -6.14334 0.053 0.025 -0.026 -0.2642
C -1.71131 2.40977 -1.39297 -0.058 -0.048 0.007 -0.0674
C 0.34335 -1.46224 0.89080 -0.018 -0.003 0.063 -0.2985
C -0.79290 -5.08851 2.95500 -0.013 -0.019 0.002 -0.5951
C -0.10711 4.44993 -1.61942 -0.001 0.006 -0.006 -0.5952
C -4.98456 -0.59017 0.34246 -0.016 -0.017 0.005 -0.5946
C 4.25949 0.65136 -0.87822 0.018 0.018 -0.129 -0.6688
C 4.78815 -0.34720 0.15669 -0.011 0.034 0.011 -0.2477
C -1.54753 3.92844 -1.58183 0.010 -0.023 0.025 -0.0541
C -5.09976 -0.89308 -2.13932 -0.015 -0.012 0.006 -0.5941
C -1.23071 -3.72083 4.98110 -0.007 -0.009 0.012 -0.6051
C 1.09411 -0.55435 1.65546 0.089 0.098 -0.043 0.3769
C 2.78209 -0.62237 4.85333 0.025 -0.004 0.014 -0.5947
C -1.01114 0.11508 -1.14208 0.016 -0.036 0.007 -0.2967
C 2.85333 0.31545 -7.44877 0.013 0.010 0.006 -0.2180
C -4.80458 0.10646 -1.01346 0.007 -0.004 -0.002 -0.0763
C 1.78533 0.23372 4.05890 -0.012 0.015 -0.027 -0.0718
C -0.66888 1.46928 -1.29948 0.114 0.216 -0.022 0.3663
C -2.76223 -3.54707 3.03494 -0.020 -0.011 0.002 -0.5951
C -3.36464 0.59701 -1.13313 0.017 0.028 0.003 -0.0357
C -2.31783 -0.31498 -1.06149 -0.036 0.017 -0.019 -0.1510
C -0.45499 -2.61653 2.83498 0.019 0.021 -0.042 0.0502
C 0.75522 0.84290 5.02384 0.005 0.010 0.001 -0.5947
C -1.29729 -3.72839 3.45455 0.009 0.003 -0.008 -0.0942
C -5.81487 1.24885 -1.10552 -0.012 0.016 -0.001 -0.6046
C -0.40966 -2.47201 1.45052 0.037 0.014 0.081 -0.2285
B 2.33054 0.32661 -2.97634 0.041 -0.057 -0.195 0.8361
H 4.69839 0.44179 -1.85539 0.049 0.021 0.036 0.2199
H -3.14654 -2.58165 3.36860 0.007 0.012 0.011 0.2133
H -6.00924 -0.95249 0.44814 -0.019 -0.005 0.005 0.2057
H 1.20566 -0.76894 -8.27920 0.001 0.001 -0.011 0.2169
H 0.45703 4.04579 -2.45696 0.000 -0.018 -0.012 0.2188
H 3.27704 -1.89097 -0.16007 0.008 0.016 -0.002 0.1999
H -4.43220 -1.75416 -2.09620 0.011 -0.014 0.002 0.2052
H -3.31465 4.42188 -0.36602 -0.015 -0.013 -0.009 0.2023
H -5.75301 1.76849 -2.06337 0.006 -0.003 -0.016 0.2096
H 0.20292 0.08487 5.57843 -0.004 -0.020 0.007 0.2026
H 0.43598 4.21961 -0.70486 -0.006 -0.003 0.016 0.2162
H -1.60626 -2.78457 5.39750 -0.011 0.016 0.000 0.2100
H 4.40836 1.36416 -6.35351 0.018 0.012 -0.003 0.2283
H 2.29066 -1.43269 5.39293 -0.012 -0.001 -0.001 0.2037
H -0.15033 5.53676 -1.72659 0.016 0.000 -0.009 0.1969
H -3.81594 2.65745 -1.38204 -0.016 -0.008 0.009 0.2107
H -1.39555 -5.89448 3.37906 -0.004 -0.013 0.007 0.2057
H 0.15940 -1.27277 -6.06760 -0.016 -0.008 -0.001 0.2291
H 1.92352 2.06651 2.87214 -0.018 0.000 -0.005 0.2177
H 0.26531 -1.80504 4.65871 -0.014 -0.005 0.011 0.2095
H -2.15367 5.73310 -0.55073 0.004 0.014 -0.001 0.2063
H 4.71369 -2.04979 -1.18029 -0.003 0.000 -0.022 0.2020
H -1.84713 -4.53033 5.37535 -0.006 -0.007 0.001 0.2125
H 4.37114 -0.09367 1.13568 0.015 0.001 -0.016 0.2053
H 3.01009 1.97361 4.26516 0.003 0.015 -0.009 0.1978
H 6.71077 -0.92801 0.99481 -0.009 -0.006 0.006 0.2070
H 6.76375 -0.50870 -0.72027 0.004 -0.007 -0.021 0.2003
H -3.27235 4.06964 -2.93022 -0.007 0.001 0.002 0.2029
H -6.12475 -1.26051 -2.05773 -0.017 -0.007 -0.005 0.2059
H 0.24692 -5.24777 3.24478 0.012 0.008 0.012 0.2122
H -4.97923 -0.42439 -3.11718 0.001 0.018 -0.009 0.2122
H 4.54780 1.67980 -0.61930 -0.041 -0.011 0.034 0.2145
H 6.62902 0.76415 0.49374 -0.001 0.020 0.008 0.2075
H 3.52475 -1.06471 4.18674 0.010 -0.003 -0.013 0.2109
H -2.51688 -1.37303 -0.94096 0.009 -0.013 0.010 0.2061
H 3.30584 -0.00184 5.58354 0.010 0.006 0.012 0.2061
H 0.03357 1.45279 4.47791 -0.007 0.010 -0.009 0.2132
H 3.28481 0.52103 -8.41887 0.003 0.000 -0.009 0.2169
H -1.72777 3.82487 -3.74716 0.013 -0.009 -0.007 0.2130
H -0.21224 -3.87384 5.34196 0.018 -0.007 -0.001 0.2096
H -0.96123 -3.14241 0.80275 -0.008 -0.006 -0.016 0.2141
H -6.82556 0.84867 -1.01054 -0.006 -0.008 0.000 0.2126
H -2.87801 -3.59675 1.95152 0.004 0.000 -0.021 0.2032
H -4.31544 -1.44524 0.44700 0.012 -0.009 0.000 0.2056
H -2.12522 5.40414 -3.05773 0.001 0.019 -0.006 0.2062
H 3.36810 1.06414 2.79462 0.015 -0.016 -0.008 0.2118
H 4.78206 -2.48725 0.52983 0.006 -0.001 0.001 0.2122
H -0.85225 -5.16352 1.86879 -0.004 0.000 -0.018 0.2054
H -5.67167 1.97992 -0.30784 0.007 0.005 0.015 0.2103
H 1.26231 1.48203 5.74947 0.006 0.008 0.009 0.2061
H -1.79668 4.38150 0.53159 0.010 -0.006 0.011 0.2128
H -4.77621 0.09782 1.16339 0.002 0.018 0.004 0.2134
H -3.38049 -4.33402 3.47176 -0.015 -0.011 0.009 0.2062
```
Forces are in eV/Å.